Molecular formula: C20H39N3O3
Method: DFT, ωB97M-V/def2-TZVPD

Atoms and positions in Å:
1 H -5.369 -2.621 0.345
2 N 4.332 1.814 -3.987
3 H 1.809 3.249 2.636
4 H -8.099 -1.980 4.044
5 C 2.312 1.296 1.299
6 C -0.435 -0.886 0.890
7 C 2.052 1.923 -2.832
8 H 5.425 0.256 -4.842
9 C 3.924 2.410 -5.262
10 H -8.118 -0.723 2.799
11 H 3.694 3.278 -2.643
12 H -4.371 -1.065 4.365
13 H -6.902 -2.789 2.113
14 H 3.652 4.308 -6.253
15 H 0.441 -2.793 1.355
16 H 2.952 2.029 -5.593
17 C -3.965 -0.335 3.659
18 C 2.778 1.412 4.065
19 H 1.102 -1.686 -1.163
20 H 2.818 -0.719 -3.605
21 O -1.192 -0.671 -0.354
22 H 1.587 2.190 -3.786
23 C 3.434 -0.977 2.705
24 H 2.906 -0.200 -5.301
25 H 3.774 -0.641 5.094
26 H 1.833 0.876 -2.617
27 C -7.471 -1.278 3.486
28 C -6.388 -2.041 2.731
29 H -3.788 0.590 4.219
30 H 3.814 -2.090 2.594
31 N 0.744 -1.824 1.073
32 C -4.715 -1.973 0.943
33 H 4.838 4.358 -4.941
34 H 2.706 2.018 5.082
35 H -2.778 -2.250 1.901
36 H 5.091 0.039 -3.151
37 N -5.563 -1.200 1.859
38 H 1.949 1.765 0.269
39 C 2.254 2.170 2.708
40 C 3.551 2.203 -2.810
41 O -0.780 -0.146 1.971
42 H -5.687 0.636 2.845
43 C 3.490 -0.559 -4.450
44 H 4.651 2.124 -6.033
45 H -3.237 -3.535 0.798
46 H 3.893 -1.540 -4.723
47 C -4.908 -0.054 2.494
48 H 1.557 2.516 -2.055
49 H 2.100 -2.955 -0.190
50 H -3.991 -3.451 2.387
51 O 2.846 -0.963 -0.014
52 H 3.982 1.735 -1.915
53 H -7.047 -0.576 4.211
54 C -3.625 -2.845 1.556
55 C 3.386 -0.130 4.114
56 C 1.665 -1.845 -0.130
57 H -4.365 0.524 1.735
58 C 2.885 -0.275 1.293
59 C 4.635 0.381 -4.089
60 H -2.020 -0.156 -0.049
61 H 3.097 4.314 -4.580
62 H -4.256 -1.294 0.213
63 C 3.876 3.934 -5.249
64 H -2.991 -0.686 3.315
65 H -5.778 -2.596 3.452

Output
spin multiplicity = 1
gap between HOMO and LUMO = 8.25 eV
E_LUMO = 0.2 eV

=====

Molecular formula: C18H42MgNO2P2Si2
Method: DFT, ωB97M-V/def2-TZVPD

Atoms and positions in Å:
1 C 1.423 1.457 -2.203
2 H 3.722 -1.340 1.383
3 H -0.619 1.316 6.055
4 C 1.164 2.951 4.556
5 H 2.666 -2.829 -0.990
6 H -2.197 0.516 6.122
7 C -2.346 2.853 3.778
8 H 3.385 0.639 3.993
9 H 2.077 -1.895 -2.384
10 H -2.062 -1.115 -3.609
11 H -1.574 3.575 4.076
12 C 3.736 -0.466 0.730
13 H 4.673 -0.447 0.157
14 H -3.784 0.303 2.474
15 H -2.792 -1.060 3.031
16 Si -1.727 1.070 3.765
17 H -2.319 -2.305 -4.560
18 H 0.647 2.883 -5.182
19 C -3.564 -0.978 -0.414
20 H -1.626 2.072 -4.435
21 O -1.920 -2.074 -3.706
22 H -3.168 2.938 4.506
23 H -4.489 -0.721 -0.943
24 H 2.185 3.335 4.721
25 H -2.679 2.779 0.056
26 C 1.616 2.105 -3.416
27 H 3.399 0.682 -2.182
28 H -3.781 -1.264 0.622
29 H -2.956 0.803 -2.874
30 H 1.977 -0.109 4.754
31 C -0.911 1.375 -2.529
32 O -0.569 -3.404 -1.679
33 Mg -0.071 0.791 0.408
34 H -3.063 -1.816 -0.916
35 P -2.404 0.437 -0.420
36 N 0.195 1.279 -1.694
37 H -2.735 3.170 2.802
38 H 0.365 -3.146 -1.692
39 H -0.944 -3.018 -2.514
40 C 2.783 -1.889 -1.546
41 H 3.818 -1.758 -1.891
42 C -3.326 1.903 0.191
43 C 2.630 0.961 -1.449
44 H 1.541 3.668 1.738
45 H 3.051 1.773 -0.851
46 H -3.808 -0.167 4.186
47 C -1.268 0.600 5.540
48 H 0.819 2.578 5.527
49 C -3.163 -0.061 3.299
50 C -2.144 0.808 -2.135
51 H 2.425 -0.554 3.108
52 H 3.686 0.422 1.361
53 C -0.280 0.788 2.579
54 P 2.388 -0.529 -0.440
55 H 2.632 2.350 -3.707
56 H 3.086 2.869 2.003
57 H 0.543 3.817 4.296
58 H -0.772 -0.379 5.570
59 H -3.570 1.824 1.255
60 H -0.097 -0.315 2.622
61 C 2.366 0.287 3.807
62 C 2.032 2.689 1.770
63 H -4.236 2.027 -0.408
64 C 0.514 2.373 -4.226
65 C -0.742 1.966 -3.806
66 Si 1.266 1.663 3.167
67 H 1.103 -0.923 0.043
68 H 2.006 2.296 0.748

Output
spin multiplicity = 1
gap between HOMO and LUMO (spin up / spin down) = 5.80 / 5.80 eV
E_LUMO (spin up / spin down) = -3.7 / -3.7 eV
energy above the lowest of the compared OMol25 structures with the same formula, charge and spin = 224.23 kJ/mol
total charge = +1

=====

Molecular formula: C12H23NO6
Method: DFT, ωB97M-V/def2-TZVPD

Atoms and positions in Å:
1 C 0.915 1.897 -0.271
2 C 0.709 3.135 0.556
3 H -1.733 0.015 -3.520
4 C 3.079 1.440 -1.104
5 C 0.545 -1.678 0.859
6 O 1.279 3.274 1.618
7 C 0.520 -2.106 2.330
8 H -1.626 -1.952 -1.241
9 H 1.563 -2.179 2.655
10 H -0.540 3.071 -2.269
11 H -0.286 -3.693 3.570
12 C -0.761 1.997 -2.225
13 O -0.141 -1.098 3.150
14 C -1.685 -0.985 -3.065
15 C -0.166 -3.466 2.522
16 H 2.894 0.367 -1.150
17 H -0.774 -1.476 -3.416
18 N -0.323 -0.703 0.463
19 C -0.448 -0.186 -0.922
20 H -2.286 1.052 -0.255
21 H 0.366 -4.298 2.076
22 C -1.671 -0.879 -1.516
23 O -2.893 -0.342 -1.035
24 H -0.043 3.833 0.227
25 H -3.643 -0.896 -1.359
26 O 1.850 2.134 -1.331
27 O -1.555 1.681 0.013
28 H -0.081 1.516 -2.959
29 H 1.312 1.111 0.379
30 H 0.392 -0.498 -1.540
31 H 3.786 1.690 -1.912
32 H -1.124 -3.461 2.013
33 H -1.781 1.891 -2.539
34 H -2.497 -1.611 -3.427
35 H 0.099 0.714 4.119
36 H 3.549 1.681 -0.162
37 C 0.704 -0.006 3.564
38 H 1.573 -0.338 4.122
39 H -1.004 -0.382 1.153
40 H 1.068 0.474 2.642
41 O 1.315 -2.133 0.030
42 C -0.454 1.393 -0.842

Output
spin multiplicity = 1
gap between HOMO and LUMO = 9.75 eV
E_LUMO = 0.4 eV
energy above the lowest of the compared OMol25 structures with the same formula, charge and spin = 108.96 kJ/mol

=====

Molecular formula: C35H44N2O7PRuS2
Method: DFT, ωB97M-V/def2-TZVPD

Atoms and positions in Å:
1 H 2.633 1.397 3.732
2 S 1.250 3.597 0.066
3 H -2.220 -0.362 5.610
4 O -1.327 0.376 0.846
5 H 4.116 -3.177 -2.236
6 O 1.466 -0.171 -0.965
7 O 1.102 2.370 0.909
8 H -1.252 -4.818 2.257
9 C 2.520 -2.787 -5.193
10 H -3.677 4.673 -2.524
11 H 1.115 -1.233 -5.645
12 P 0.566 -3.594 1.231
13 H 3.638 0.868 -2.518
14 H -1.695 6.105 -2.889
15 H -3.520 2.653 -1.153
16 O -2.932 -1.068 3.788
17 C -1.623 5.233 -2.262
18 C -2.953 -1.066 5.203
19 H 0.052 1.314 -1.123
20 H -2.692 -2.081 5.500
21 C 3.968 0.481 -1.555
22 C -2.082 0.254 -3.192
23 H 4.002 3.698 -0.256
24 C 2.701 -1.635 -2.704
25 C 3.745 2.968 -1.025
26 H 0.298 -0.376 3.802
27 H 2.427 -0.075 4.719
28 H -0.975 2.066 -3.354
29 H 4.388 3.170 -1.884
30 H 1.872 2.283 -1.901
31 H 2.595 -3.367 2.525
32 H 3.317 1.353 0.310
33 N -3.395 -1.399 1.188
34 C -1.355 1.294 -2.705
35 C 2.366 -3.683 1.508
36 H 5.029 1.567 -0.033
37 H -3.948 -0.823 5.587
38 H 2.451 -3.232 -6.172
39 H 0.698 -5.166 -0.618
40 H 0.370 1.290 3.633
41 C -1.034 1.405 -1.262
42 C -2.506 -0.640 -0.940
43 C -0.424 4.940 -1.611
44 H 0.075 -4.539 3.391
45 C 0.277 -4.175 -0.477
46 C -2.740 4.404 -2.063
47 C 3.053 -0.402 2.669
48 C 1.765 -1.662 -4.900
49 H 4.919 -0.026 -1.698
50 C -4.300 0.853 1.028
51 H 0.735 -3.477 -1.177
52 C 2.290 3.165 -1.420
53 C -3.808 1.209 3.743
54 H 2.713 -4.704 1.368
55 O -0.026 -2.231 1.456
56 H -0.793 -4.205 -0.668
57 N 0.813 0.405 3.395
58 H 3.950 -4.207 -4.485
59 H -3.470 -2.181 1.833
60 H 2.184 4.025 -2.077
61 C 4.038 1.567 -0.483
62 H -5.201 2.786 1.090
63 H 0.224 -5.798 2.150
64 C -3.678 -0.161 1.759
65 C -1.397 2.846 -0.656
66 C 3.459 -2.760 -2.984
67 H -4.536 0.681 -0.012
68 C -2.662 3.291 -1.291
69 C -0.291 3.810 -0.853
70 H 2.883 -3.022 0.815
71 C -2.638 -0.709 -2.347
72 Ru 0.608 0.042 1.150
73 S 2.805 -0.865 -1.065
74 C 2.227 0.380 3.743
75 H -1.525 2.655 0.423
76 C -0.172 -4.812 2.368
77 C -3.074 -1.619 -0.085
78 C -1.646 0.351 -0.387
79 H -3.238 -1.500 -2.763
80 H -2.250 0.171 -4.255
81 H -3.266 -2.611 -0.474
82 H -3.630 1.382 4.792
83 C 1.851 -1.084 -3.646
84 C -3.464 0.001 3.145
85 O 4.142 -0.840 2.926
86 H 0.411 5.619 -1.699
87 H 1.256 -0.222 -3.383
88 C -4.676 2.026 1.647
89 O 2.467 -0.466 1.527
90 C -4.408 2.208 2.998
91 H -4.695 3.129 3.478
92 C 3.367 -3.333 -4.242

Output
spin multiplicity = 6
gap between HOMO and LUMO (spin up / spin down) = 4.88 / 6.79 eV
E_LUMO (spin up / spin down) = -6.6 / -6.6 eV
energy above the lowest of the compared OMol25 structures with the same formula, charge and spin = 222.86 kJ/mol
total charge = +2

=====

Molecular formula: C14H17N3
Method: DFT, ωB97M-V/def2-TZVPD

Atoms and positions in Å:
1 C -1.465 1.655 0.575
2 H -3.938 1.288 -0.462
3 H -1.017 0.071 -3.455
4 C 0.497 1.426 -0.628
5 C -0.558 0.983 -1.494
6 C -1.178 -2.511 2.563
7 N 1.855 -1.096 2.501
8 C -3.190 0.961 -1.153
9 H -0.674 -0.359 3.081
10 C 0.979 0.750 -3.262
11 H -1.020 -3.056 1.660
12 C 0.626 -1.073 1.738
13 C -0.733 -1.098 2.273
14 N 2.398 -1.298 0.329
15 H -2.052 2.004 1.380
16 C 2.883 -1.203 1.614
17 H -1.476 -0.641 1.505
18 C 2.121 1.194 -2.447
19 H -2.241 -2.622 2.879
20 H 2.775 -1.206 -0.555
21 H -0.441 -2.905 3.369
22 C 1.877 1.540 -1.111
23 C -0.288 0.623 -2.860
24 H 0.519 2.258 1.345
25 H -3.397 1.435 -2.116
26 H 2.679 1.912 -0.437
27 H -3.363 -0.192 -1.297
28 C 1.035 -1.189 0.434
29 N -0.028 1.840 0.605
30 H 3.884 -1.171 1.998
31 C -1.775 1.045 -0.661
32 H 0.511 -1.313 -0.585
33 H 3.040 1.371 -3.022
34 H 1.151 0.579 -4.304

Output
spin multiplicity = 1
gap between HOMO and LUMO = 8.65 eV
E_LUMO = 0.8 eV
energy above the lowest of the compared OMol25 structures with the same formula, charge and spin = 169.71 kJ/mol

=====

Molecular formula: C4H2N2
Method: DFT, ωB97M-V/def2-TZVPD

Atoms and positions in Å:
1 N 1.600 1.389 -0.010
2 H -0.222 -1.284 0.064
3 N 2.996 -0.603 -0.010
4 C 1.845 -1.175 0.027
5 C 0.550 -0.675 -0.043
6 C 0.457 0.726 0.034
7 H -0.630 1.224 -0.079
8 C 2.665 0.703 -0.002

Output
spin multiplicity = 1
gap between HOMO and LUMO (spin up / spin down) = 8.44 / 9.10 eV
E_LUMO (spin up / spin down) = -0.5 / 0.0 eV
energy above the lowest of the compared OMol25 structures with the same formula, charge and spin = 347.67 kJ/mol

=====

Molecular formula: C16H39BN3O9P2
Method: DFT, ωB97M-V/def2-TZVPD

Atoms and positions in Å:
1 H 2.506 4.075 -2.043
2 O -4.401 -4.416 -1.645
3 C 2.118 1.490 -0.238
4 C -4.742 -6.480 -0.627
5 H -1.196 -0.150 -2.401
6 C 2.816 3.046 -2.239
7 C 2.287 -0.001 -0.470
8 O 2.800 -1.847 -2.057
9 O 1.474 -0.719 0.455
10 H -4.959 3.170 -0.186
11 H -0.165 -1.871 2.496
12 H -3.688 2.407 0.788
13 H 4.406 4.071 -0.517
14 P -0.494 -0.569 2.099
15 C 4.900 2.589 0.964
16 H 5.528 1.894 0.403
17 P -0.695 -1.894 -0.659
18 C 3.895 3.291 0.050
19 N 0.549 -4.781 3.684
20 H 1.716 -3.260 4.511
21 H 0.368 3.221 1.017
22 C 0.394 3.293 -0.072
23 C 3.219 2.324 -0.942
24 C -0.924 3.815 -0.647
25 H -1.213 -1.804 -3.020
26 H 3.987 1.591 -1.209
27 H -0.724 4.687 -1.271
28 H 3.683 3.113 -2.895
29 H -1.888 3.517 1.289
30 O 0.057 -5.744 4.217
31 H -5.007 -6.515 0.425
32 C -1.486 -1.177 -2.172
33 H -1.749 -3.051 1.157
34 H 2.186 1.634 0.847
35 O 0.059 -4.176 2.743
36 H 2.470 -2.378 -2.797
37 N -5.222 -5.173 -1.157
38 H 0.643 1.971 -1.595
39 H 1.223 3.943 -0.330
40 H 5.556 3.307 1.453
41 C -2.126 -2.519 0.281
42 H -3.671 -6.538 -0.778
43 H -1.085 0.906 -0.890
44 O -3.247 4.249 -0.077
45 O 1.620 -0.048 -3.061
46 H 2.163 -4.925 5.014
47 H 3.131 3.752 0.681
48 H 3.319 -0.194 -0.162
49 H 0.458 0.248 2.745
50 C -1.944 4.210 0.436
51 H 2.561 -4.333 3.364
52 O -6.405 -4.947 -1.067
53 H -5.270 -7.258 -1.171
54 H -1.730 5.221 0.786
55 H 4.403 2.018 1.753
56 H 2.027 2.552 -2.808
57 H -3.587 2.407 -1.000
58 H -1.393 3.080 -1.307
59 H -2.564 -3.278 -0.372
60 O -1.889 -0.103 2.274
61 H -2.576 -1.175 -2.092
62 C -0.356 0.959 -0.093
63 H -0.873 1.454 0.730
64 H 0.668 0.103 -3.063
65 C 1.860 -4.288 4.192
66 B 2.180 -0.654 -1.944
67 N 0.722 1.916 -0.579
68 C 0.077 -0.467 0.352
69 H -2.874 -1.783 0.569
70 C -3.889 2.988 -0.119

Output
spin multiplicity = 1
gap between HOMO and LUMO = 8.98 eV
E_LUMO = -2.4 eV
total charge = +1

=====

Molecular formula: C7H11N
Method: DFT, ωB97M-V/def2-TZVPD

Atoms and positions in Å:
1 H 0.009 1.327 -0.757
2 H 1.992 -1.046 -1.078
3 H -1.756 2.184 0.435
4 C -1.635 -0.024 0.897
5 C -0.963 0.798 -0.960
6 C -0.844 -0.595 -0.293
7 C 2.637 -0.540 -0.406
8 N 1.220 0.164 1.598
9 H 3.331 -1.297 -0.069
10 H 0.075 -2.104 -1.454
11 H -1.099 0.272 1.807
12 C -0.244 -1.774 -0.443
13 H -0.411 -2.603 0.294
14 H -3.051 1.156 -0.216
15 H -2.487 -0.574 1.342
16 H 2.940 0.393 -0.933
17 C 1.935 -0.180 0.774
18 C -2.011 1.221 0.014
19 H -1.192 0.874 -2.022

Output
spin multiplicity = 1
gap between HOMO and LUMO = 10.03 eV
E_LUMO = 0.8 eV
energy above the lowest of the compared OMol25 structures with the same formula, charge and spin = 286.51 kJ/mol

=====

Number 7 is which compound? C16H39BN3O9P2